Entry 1:
Molecular formula: C42H114N18O18
Method: DFT, ωB97M-V with the def2-TZVPD basis set

Geometry as XYZ:
```
192
Properties=species:S:1:pos:R:3:lowdin_charge:R:1
C 4.791 1.626 2.914 -0.75
O 3.829 1.880 2.211 0.00
N 5.673 2.417 3.318 0.20
N 4.919 0.457 3.559 0.18
H 6.480 2.097 3.833 0.13
H 5.724 3.346 2.925 0.14
H 4.133 -0.174 3.611 0.09
H 5.672 0.338 4.222 0.11
C -0.935 -2.427 -2.678 -0.86
O -1.312 -3.076 -3.662 0.01
N -1.422 -1.308 -2.295 0.18
N -0.096 -2.818 -1.877 0.20
H -0.866 -0.729 -1.681 0.05
H -2.050 -0.921 -2.984 0.11
H 0.141 -3.798 -1.940 0.14
H 0.078 -2.327 -1.011 0.08
C 1.327 -4.160 4.275 -0.77
O 1.639 -5.295 4.560 0.05
N 1.854 -3.124 4.850 0.16
N 0.411 -3.768 3.416 0.19
H 1.530 -2.210 4.569 0.10
H 2.229 -3.347 5.761 0.12
H -0.459 -4.257 3.265 0.06
H 0.478 -2.816 3.084 0.07
C -3.387 2.360 -4.373 -0.81
O -4.427 2.620 -3.856 0.06
N -3.090 2.609 -5.627 0.17
N -2.361 1.830 -3.806 0.18
H -3.633 3.183 -6.256 0.13
H -2.197 2.152 -5.745 0.10
H -1.607 1.505 -4.395 0.11
H -2.393 1.570 -2.831 0.10
C 3.957 3.240 -1.040 -0.78
O 3.737 3.390 -2.205 0.05
N 3.676 4.059 -0.062 0.17
N 4.467 2.107 -0.542 0.16
H 3.848 3.899 0.920 0.08
H 3.161 4.925 -0.134 0.12
H 4.521 2.042 0.465 0.04
H 4.914 1.382 -1.086 0.11
C -1.787 8.184 -3.064 -0.74
O -0.802 8.876 -3.192 0.04
N -1.923 7.318 -2.036 0.14
N -2.790 8.008 -3.927 0.15
H -2.769 6.769 -2.073 0.09
H -1.261 7.260 -1.276 0.10
H -3.649 7.605 -3.579 0.10
H -2.681 8.448 -4.830 0.12
C -4.439 8.398 4.113 -0.14
O -3.647 7.294 4.386 -0.22
C -4.369 5.990 4.487 -0.15
C -3.522 5.083 5.386 -0.24
N -2.493 4.711 4.476 -0.08
C -1.578 3.910 5.243 -0.22
C -0.327 3.585 4.407 -0.17
O 0.614 2.661 5.066 -0.18
C 1.294 1.920 4.061 -0.13
H -5.339 8.215 4.701 0.08
H -4.620 8.578 3.053 0.08
H -3.920 9.289 4.466 0.09
H -4.435 5.613 3.467 0.13
H -5.240 6.074 5.138 0.11
H -4.212 4.305 5.712 0.13
H -3.192 5.642 6.262 0.13
H -2.019 5.580 4.273 0.11
H -2.156 3.012 5.459 0.12
H -1.252 4.400 6.160 0.12
H 0.269 4.482 4.238 0.12
H -0.687 3.230 3.441 0.10
H 0.604 1.301 3.487 0.07
H 2.046 1.199 4.383 0.07
H 1.801 2.635 3.413 0.08
C 9.729 -4.999 -2.463 -0.14
O 8.999 -5.295 -1.339 -0.25
C 8.715 -6.628 -0.892 -0.16
C 7.824 -6.460 0.428 -0.18
N 6.355 -6.416 0.154 -0.04
C 6.141 -5.089 -0.494 -0.21
C 4.676 -4.832 -0.663 -0.29
O 4.038 -4.822 0.560 -0.15
C 2.660 -4.635 0.327 -0.12
H 9.095 -4.388 -3.105 0.08
H 9.988 -5.924 -2.978 0.09
H 10.636 -4.428 -2.265 0.08
H 9.700 -6.908 -0.520 0.11
H 8.367 -7.284 -1.691 0.12
H 8.240 -5.791 1.181 0.11
H 7.926 -7.437 0.899 0.10
H 5.733 -6.492 0.946 0.10
H 6.552 -5.151 -1.502 0.12
H 6.588 -4.285 0.091 0.12
H 4.259 -5.549 -1.370 0.13
H 4.623 -3.857 -1.149 0.12
H 2.415 -3.768 -0.287 0.08
H 2.001 -4.644 1.195 0.07
H 2.300 -5.557 -0.130 0.09
C -4.421 -2.960 2.504 -0.06
O -4.590 -1.536 2.857 -0.18
C -3.511 -0.649 2.549 -0.25
C -4.014 0.742 2.844 -0.19
N -4.861 1.188 1.750 -0.04
C -4.326 1.260 0.376 -0.20
C -5.289 1.917 -0.596 -0.25
O -6.593 1.469 -0.356 -0.18
C -7.519 2.306 -0.965 -0.12
H -4.214 -3.153 1.452 0.09
H -5.305 -3.562 2.714 0.07
H -3.621 -3.376 3.117 0.07
H -3.032 -0.896 1.601 0.10
H -2.652 -0.793 3.204 0.11
H -3.183 1.447 2.820 0.11
H -4.569 0.720 3.781 0.13
H -5.490 0.399 1.704 0.10
H -4.177 0.287 -0.094 0.11
H -3.456 1.912 0.297 0.10
H -4.975 1.631 -1.600 0.11
H -5.172 2.987 -0.423 0.11
H -7.421 2.322 -2.051 0.09
H -7.322 3.284 -0.526 0.09
H -8.522 1.976 -0.696 0.09
C 2.349 -0.875 1.719 -0.08
O 1.295 -1.543 0.985 -0.22
C -0.013 -0.938 1.173 -0.19
C -0.183 0.492 0.671 -0.22
N 0.230 0.575 -0.683 -0.06
C 0.559 2.017 -1.039 -0.11
C -0.592 3.011 -0.815 -0.21
O -0.794 3.348 0.547 -0.22
C -1.717 4.457 0.657 -0.06
H 2.616 0.008 1.139 0.07
H 3.310 -1.358 1.898 0.09
H 1.970 -0.535 2.682 0.06
H -0.296 -1.072 2.217 0.10
H -0.704 -1.610 0.664 0.10
H 0.507 1.154 1.193 0.10
H -1.174 0.898 0.872 0.11
H 1.037 -0.025 -0.773 0.11
H 0.910 1.953 -2.069 0.10
H 1.439 2.345 -0.486 0.10
H -1.543 2.633 -1.190 0.10
H -0.415 3.938 -1.360 0.10
H -1.183 5.350 0.331 0.08
H -1.959 4.581 1.713 0.07
H -2.617 4.263 0.073 0.08
C -0.996 -4.912 0.920 -0.05
O -1.574 -4.993 2.279 -0.26
C -1.565 -6.335 2.843 -0.20
C -2.542 -7.288 2.172 -0.22
N -3.906 -6.830 2.468 -0.03
C -4.912 -7.645 1.752 -0.17
C -6.341 -7.492 2.454 -0.19
O -6.742 -6.153 2.134 -0.20
C -7.910 -5.869 2.759 -0.17
H -1.778 -4.970 0.164 0.09
H -0.190 -5.599 0.663 0.09
H -0.561 -3.920 0.801 0.05
H -1.745 -6.298 3.918 0.13
H -0.562 -6.741 2.709 0.12
H -2.390 -8.233 2.695 0.12
H -2.081 -7.445 1.197 0.11
H -4.034 -5.851 2.255 0.09
H -4.576 -8.680 1.683 0.11
H -5.050 -7.367 0.707 0.11
H -6.325 -7.791 3.502 0.11
H -7.087 -8.213 2.119 0.11
H -8.807 -6.463 2.585 0.10
H -8.085 -4.831 2.476 0.09
H -7.591 -5.756 3.795 0.09
C 4.998 -0.766 -7.885 -0.13
O 4.104 0.318 -7.990 -0.20
C 4.735 1.614 -8.070 -0.20
C 3.698 2.728 -8.313 -0.20
N 3.125 3.312 -7.083 -0.04
C 2.448 2.380 -6.198 -0.21
C 1.833 3.142 -4.998 -0.21
O 0.777 4.012 -5.460 -0.19
C 0.085 4.769 -4.457 -0.10
H 5.751 -0.713 -8.671 0.08
H 4.569 -1.768 -7.861 0.09
H 5.515 -0.763 -6.925 0.08
H 5.270 1.549 -9.018 0.11
H 5.513 1.817 -7.334 0.13
H 2.948 2.409 -9.037 0.11
H 4.042 3.486 -9.016 0.11
H 2.455 4.007 -7.379 0.10
H 3.121 1.682 -5.701 0.12
H 1.629 1.761 -6.564 0.12
H 2.613 3.712 -4.491 0.10
H 1.576 2.418 -4.224 0.09
H 0.658 5.666 -4.223 0.08
H -0.121 4.407 -3.450 0.06
H -0.813 5.094 -4.982 0.08
```

As for the net charge: 0. Its SMILES is COCCNCCOC.COCCNCCOC.COCCNCCOC.COCCNCCOC.COCCNCCOC.COCCNCCOC.NC(N)=O.NC(N)=O.NC(N)=O.NC(N)=O.NC(N)=O.NC(N)=O. The calculation puts the total energy at -109069.3233 eV. The HOMO-LUMO gap is 8.38 eV. Its molar mass is 1159.5 g mol⁻¹. For the HOMO energy, the calculation gives -8.57 eV. As for the energy above the lowest of the compared OMol25 structures with the same formula, charge and spin: 10.401 eV. The value obtained for the LUMO energy is -0.2 eV.

---

Entry 2:
Molecular formula: H4S2Si
Method: DFT, ωB97M-V with the def2-TZVPD basis set

Geometry as XYZ:
```
7
Properties=species:S:1:pos:R:3:lowdin_charge:R:1
Si 1.655 0.216 -0.024 0.21
S -2.454 -0.776 -0.291 0.28
S 0.498 1.819 -0.081 0.07
H 1.779 -0.291 -1.384 -0.12
H 2.136 -0.530 1.085 -0.13
H -2.539 0.339 1.059 0.02
H -1.076 -0.777 -0.364 -0.33
```

As for the net charge: 0. The calculation puts the total energy at -29610.7595 eV. The HOMO-LUMO gap is 8.16 eV. Its molar mass is 96.3 g mol⁻¹. For the HOMO energy, the calculation gives -9.27 eV. As for the energy above the lowest of the compared OMol25 structures with the same formula, charge and spin: 2.998 eV. The value obtained for the LUMO energy is -1.1 eV.

---

Entry 3:
Molecular formula: C11H15N
Method: DFT, ωB97M-V with the def2-TZVPD basis set

Geometry as XYZ:
```
27
Properties=species:S:1:pos:R:3:lowdin_charge:R:1
C 0.846 2.358 1.492 -0.08
C 0.078 -1.252 1.603 -0.28
C 0.757 -0.162 1.084 -0.21
C 0.394 0.991 1.915 -0.27
C -0.462 0.520 2.875 -0.14
C 0.340 -2.587 1.163 -0.11
C 1.045 -2.673 -0.078 -0.21
C 1.660 -0.314 0.030 -0.13
C 1.773 -1.602 -0.582 -0.18
N -0.562 -0.894 2.787 0.04
H -1.350 -1.400 3.143 0.11
H -0.085 -3.373 1.776 0.05
H -0.936 1.238 3.533 0.07
H 1.296 -3.709 -0.297 0.06
H 2.479 0.373 -0.148 0.05
H 1.112 2.316 0.437 0.05
H 1.699 2.649 2.114 0.06
H 2.400 -1.770 -1.457 0.06
H 0.027 3.080 1.653 0.06
C -2.145 0.392 -2.583 -0.18
C -0.966 1.136 -3.154 -0.19
H -2.139 -0.674 -2.780 0.06
H -2.300 0.678 -1.537 0.07
H -3.095 0.705 -3.060 0.05
H -0.122 1.225 -2.467 0.05
H -0.578 0.584 -4.025 0.06
H -1.165 2.164 -3.437 0.05
```

As for the net charge: -1. The calculation puts the total energy at -13138.7114 eV. The HOMO-LUMO gap (spin up / spin down) is 3.07 / 6.58 eV. Its molar mass is 161.2 g mol⁻¹. For the HOMO energy (spin up / spin down), the calculation gives 0.68 / -2.90 eV. As for the expectation value of S²: 0.766. As for the spin multiplicity: 2. As for the energy above the lowest of the compared OMol25 structures with the same formula, charge and spin: 0.853 eV. The value obtained for the LUMO energy (spin up / spin down) is 3.8 / 3.7 eV.

---

Entry 4:
Molecular formula: C5H8NO2
Method: DFT, ωB97M-V with the def2-TZVPD basis set

Geometry as XYZ:
```
16
Properties=species:S:1:pos:R:3:lowdin_charge:R:1
C -1.389 0.954 -0.963 0.08
C -0.219 0.401 -1.267 0.00
C -1.875 0.159 0.253 -0.32
C 0.249 -0.711 -0.401 -0.27
C 1.713 -0.932 -0.253 0.06
N -0.790 0.154 1.277 0.14
O -1.990 -1.178 -0.118 0.08
O -0.625 -1.687 -0.290 0.10
H -1.826 1.676 -1.622 0.13
H 0.406 0.676 -2.087 0.13
H -2.823 0.566 0.677 0.19
H 2.026 -1.762 0.233 0.06
H 2.127 -0.038 0.244 0.12
H 2.042 -1.097 -1.383 0.18
H -0.156 0.971 1.454 0.16
H -1.019 -0.448 2.101 0.16
```

As for the net charge: +1. The calculation puts the total energy at -10887.8707 eV. The HOMO-LUMO gap is 10.12 eV. Its molar mass is 114.1 g mol⁻¹. For the HOMO energy, the calculation gives -15.29 eV. As for the energy above the lowest of the compared OMol25 structures with the same formula, charge and spin: 4.637 eV. The value obtained for the LUMO energy is -5.2 eV.

---

Entry 5:
Molecular formula: C18H14ClF5N9O6PbS
Method: DFT, ωB97M-V with the def2-TZVPD basis set

Geometry as XYZ:
```
55
Properties=species:S:1:pos:R:3:lowdin_charge:R:1
Pb -1.193 1.197 -0.403 1.44
N 1.968 1.561 3.116 0.04
C 1.619 1.073 1.918 -0.12
N 0.475 1.601 1.565 0.04
C 0.153 2.422 2.607 -0.31
N 1.042 2.425 3.574 0.12
C -1.099 3.198 2.633 -0.19
C -1.382 4.124 3.630 -0.08
N -2.537 4.780 3.662 0.08
C -3.406 4.519 2.690 -0.11
C -3.118 3.623 1.668 -0.08
N -1.966 2.969 1.649 0.07
H 2.780 1.349 3.667 0.15
H 2.195 0.366 1.343 0.11
H -0.662 4.337 4.410 0.11
H -4.356 5.038 2.727 0.11
H -3.809 3.426 0.853 0.11
N 4.400 -4.414 1.313 0.09
C 4.004 -3.340 0.522 -0.33
C 3.112 -3.531 -0.535 -0.03
C 2.658 -2.460 -1.280 -0.05
C 3.077 -1.170 -0.970 -0.28
C 3.982 -0.972 0.064 -0.09
C 4.453 -2.049 0.800 -0.04
S 2.369 0.253 -1.787 0.57
O 2.817 0.282 -3.151 -0.30
O 2.725 1.368 -0.938 -0.35
N 0.779 0.070 -1.632 -0.20
C 0.015 -0.657 -2.495 -0.49
N -1.316 -0.490 -2.287 0.00
C -2.170 -1.087 -3.100 -0.11
C -1.741 -1.892 -4.140 -0.05
C -0.373 -2.081 -4.225 -0.13
N 0.507 -1.497 -3.423 0.11
H 4.309 -5.330 0.913 0.08
H 5.226 -4.282 1.870 0.08
H 2.765 -4.535 -0.758 0.11
H 1.977 -2.603 -2.110 0.09
H 4.313 0.038 0.274 0.11
H 5.172 -1.892 1.597 0.10
H -3.221 -0.906 -2.902 0.11
H -2.436 -2.366 -4.816 0.09
H 0.050 -2.751 -4.969 0.11
O -4.532 1.400 -3.203 -0.35
Cl -4.051 2.269 -2.164 0.62
O -4.994 3.320 -1.884 -0.35
O -2.772 2.831 -2.535 -0.42
O -3.868 1.476 -0.938 -0.49
F -3.027 -0.294 1.877 0.00
C -1.846 -0.590 1.229 -0.44
F -0.909 -0.730 2.255 -0.02
C -2.008 -2.004 0.693 -0.62
F -0.853 -2.419 0.141 0.13
F -2.959 -2.056 -0.248 0.14
F -2.339 -2.911 1.633 0.13
```

As for the net charge: -1. The calculation puts the total energy at -86778.2408 eV. The HOMO-LUMO gap is 7.67 eV. Its molar mass is 822.1 g mol⁻¹. For the HOMO energy, the calculation gives -5.56 eV. As for the energy above the lowest of the compared OMol25 structures with the same formula, charge and spin: 0.000 eV. The value obtained for the LUMO energy is 2.1 eV.

---

Entry 6:
Molecular formula: C24H53FO13S
Method: DFT, ωB97M-V with the def2-TZVPD basis set

Geometry as XYZ:
```
92
Properties=species:S:1:pos:R:3:lowdin_charge:R:1
C 0.524 -0.477 -11.063 -0.13
C 1.914 -0.936 -10.274 -0.22
C 1.934 -2.509 -9.821 -0.29
C 3.298 -3.333 -10.286 -0.08
C 1.657 -2.741 -8.188 -0.28
O 2.892 -2.705 -7.381 -0.10
C 3.459 -1.354 -7.280 -0.12
O 4.325 -0.787 -8.135 -0.01
S 0.245 -1.703 -7.517 0.91
O -1.041 -1.794 -8.428 -0.34
O -0.199 -2.336 -6.147 -0.35
F 0.583 -0.034 -7.344 -0.24
H 0.077 -1.355 -11.708 0.09
H -0.213 -0.054 -10.258 0.06
H 0.730 0.414 -11.830 0.09
H 2.777 -0.815 -11.090 0.12
H 2.082 -0.162 -9.413 0.10
H 1.041 -3.036 -10.413 0.15
H 3.006 -4.487 -10.196 0.10
H 4.226 -3.106 -9.597 0.09
H 3.605 -3.054 -11.386 0.10
H 1.277 -3.872 -8.125 0.19
H 3.090 -0.667 -6.386 0.17
C 0.669 0.225 -2.071 -0.09
O 1.013 1.280 -2.959 -0.19
C 0.447 1.163 -4.260 -0.19
C -0.391 2.388 -4.662 -0.17
O -1.548 2.686 -3.879 -0.11
C -1.350 3.030 -2.507 -0.17
C -0.538 4.294 -2.200 -0.19
O 0.811 4.192 -2.642 -0.20
C 1.217 5.246 -3.513 -0.10
H 1.510 -0.465 -1.987 0.09
H 0.484 0.659 -1.082 0.07
H -0.232 -0.317 -2.377 0.09
H -0.157 0.255 -4.364 0.11
H 1.285 1.082 -4.961 0.11
H -0.769 2.195 -5.674 0.13
H 0.227 3.276 -4.765 0.10
H -0.967 2.171 -1.961 0.09
H -2.358 3.191 -2.102 0.13
H -0.504 4.430 -1.113 0.12
H -1.046 5.170 -2.623 0.12
H 0.379 5.732 -4.015 0.09
H 1.869 4.810 -4.285 0.09
H 1.794 5.977 -2.952 0.08
C 0.660 2.362 1.567 -0.11
O 0.373 1.279 2.440 -0.20
C 0.483 1.592 3.824 -0.18
C -0.809 1.310 4.608 -0.17
O -1.979 2.047 4.247 -0.12
C -2.504 1.854 2.933 -0.17
C -2.998 0.449 2.562 -0.18
O -1.950 -0.513 2.569 -0.20
C -2.202 -1.639 3.408 -0.10
H 1.661 2.236 1.151 0.09
H -0.059 2.334 0.741 0.07
H 0.576 3.339 2.054 0.09
H 0.791 2.631 3.986 0.12
H 1.272 0.949 4.230 0.12
H -0.611 1.577 5.653 0.12
H -1.033 0.247 4.635 0.10
H -1.804 2.234 2.193 0.10
H -3.371 2.524 2.867 0.13
H -3.393 0.479 1.540 0.12
H -3.826 0.164 3.225 0.12
H -2.931 -1.433 4.192 0.09
H -1.253 -1.917 3.891 0.09
H -2.532 -2.477 2.799 0.08
C 2.048 -1.744 8.724 -0.11
O 0.904 -1.193 9.363 -0.20
C 0.146 -0.303 8.551 -0.18
C -1.325 -0.724 8.410 -0.17
O -1.599 -1.978 7.782 -0.12
C -1.121 -3.161 8.424 -0.17
C -1.667 -3.483 9.821 -0.18
O -1.309 -2.499 10.784 -0.20
C -2.421 -1.935 11.477 -0.10
H 2.942 -1.228 9.076 0.08
H 2.126 -2.797 9.013 0.08
H 1.993 -1.696 7.631 0.09
H 0.589 -0.178 7.557 0.11
H 0.173 0.674 9.047 0.13
H -1.812 0.028 7.777 0.12
H -1.849 -0.663 9.360 0.10
H -0.034 -3.175 8.413 0.10
H -1.418 -3.987 7.766 0.13
H -1.225 -4.429 10.157 0.12
H -2.753 -3.631 9.766 0.12
H -3.359 -2.031 10.931 0.09
H -2.218 -0.863 11.620 0.09
H -2.508 -2.398 12.457 0.08
```

As for the net charge: 0. Its SMILES is CC[C@@H](C)[C@@H](OC=O)S(=O)(=O)F.COCCOCCOC.COCCOCCOC.COCCOCCOC. The calculation puts the total energy at -65904.4569 eV. The HOMO-LUMO gap is 7.71 eV. Its molar mass is 600.7 g mol⁻¹. For the HOMO energy, the calculation gives -8.97 eV. The value obtained for the LUMO energy is -1.3 eV.

---

Q: Look up the net charge of the fifth one.
A: -1